Entry from the Open Molecules 2025 dataset: a molecular structure, C49H53Ge2N2O2S4Tc at a distorted geometry (ωB97M-V with the def2-TZVPD basis set).

```
113
Properties=species:S:1:pos:R:3:forces:R:3
Tc -20.2423 8.4330 -1.2411 0.078 0.523 0.385
N -20.8454 6.4018 -1.4338 -1.436 -2.029 0.541
N -22.2141 6.6201 -1.8911 -0.278 -2.412 1.477
C -22.3083 7.5654 -2.8583 0.525 3.873 -2.030
O -23.2632 7.7934 -3.5547 -0.439 -1.244 0.343
O -21.2328 8.3956 -2.9060 -1.168 -1.381 -0.823
H -20.3768 5.7651 -2.0707 0.268 0.020 -0.278
H -20.9240 5.8805 -0.5402 0.273 0.601 -0.532
H -22.9081 5.8205 -1.8631 1.428 1.337 -0.304
C -19.0046 15.6511 -1.3044 0.865 -0.182 0.490
C -19.2201 14.7686 -0.0663 0.220 -0.306 0.059
C -18.1645 14.5229 0.8535 0.379 0.980 -0.292
C -18.3424 13.7208 1.9869 1.446 0.754 0.448
C -17.2692 13.5775 3.0999 -0.343 0.254 -0.946
C -19.5822 13.1614 2.2222 -2.323 0.482 -0.550
C -20.7159 13.5626 1.4456 1.511 0.339 -1.158
C -22.1114 13.4480 1.9429 0.126 1.373 -0.239
C -20.4823 14.2363 0.2285 0.259 -0.394 0.064
C -19.9076 12.2739 3.3506 0.365 -0.239 1.973
C -19.9072 12.7862 4.7150 -0.677 -0.042 -1.721
C -20.3347 11.9680 5.7212 0.056 -1.000 1.574
C -20.5985 10.6144 5.4523 0.341 -0.523 2.091
C -20.5210 10.0555 4.2050 0.460 0.681 -1.209
C -20.2292 10.9339 3.1347 0.796 0.497 -1.220
Ge -19.7287 10.3288 1.2571 1.341 -0.066 -0.760
S -20.7851 10.5708 -0.7312 -0.019 1.167 1.494
S -17.4236 10.6693 1.1438 -0.772 -0.466 -0.056
Ge -17.2148 8.6144 0.1728 0.023 1.102 -1.440
S -18.1371 8.7525 -1.9833 0.818 -0.557 1.303
S -19.3674 8.0135 0.8843 0.398 -0.160 1.293
C -15.3473 7.8743 0.1909 -0.443 0.801 -0.273
C -15.2285 6.5215 0.4733 1.511 -0.489 -0.641
C -13.9367 5.9168 0.3792 -0.174 1.672 -0.270
C -12.8189 6.6743 -0.1098 -1.305 -0.492 2.052
C -12.9610 8.0557 -0.2950 -1.225 -1.083 -0.608
C -14.2506 8.6500 -0.2327 1.287 0.267 0.937
C -14.2616 10.1407 -0.4829 -1.375 -1.125 -2.807
C -14.0968 11.0398 0.5411 0.776 1.119 0.197
C -13.8142 10.6287 1.9711 0.829 0.842 -0.153
C -13.9945 12.4208 0.2159 0.054 -0.830 1.090
C -14.0100 12.8692 -1.0794 -0.372 0.011 0.028
C -13.8264 14.3352 -1.3399 -1.725 0.776 0.561
C -14.2892 11.9539 -2.0928 -0.452 -1.427 0.271
C -14.4629 10.5690 -1.8787 1.028 1.185 2.005
C -14.7068 9.6702 -3.0825 0.310 0.550 0.169
C -16.4479 5.6679 0.5884 0.600 0.120 0.686
C -17.0802 5.4457 1.8457 0.901 -1.093 -2.163
C -16.5258 5.9969 3.1122 0.902 -1.103 0.598
C -18.0747 4.4914 1.8147 -0.908 0.080 -0.406
C -18.5640 3.8306 0.6652 0.417 0.021 1.032
C -19.6785 2.7926 0.7881 0.347 1.221 2.750
C -17.9098 4.1148 -0.5096 0.381 -0.504 -1.101
C -16.8271 5.0047 -0.5840 -0.451 0.289 -0.177
C -16.1105 5.2468 -1.9285 -0.580 -0.761 1.157
C -20.9194 8.6926 3.9693 -0.387 0.364 0.373
C -22.0638 8.5142 3.1508 -0.799 -0.569 -1.939
C -22.7556 9.6455 2.4176 -0.489 1.328 1.318
C -22.5581 7.2355 2.9966 -0.337 0.558 -0.047
C -22.0943 6.1212 3.6754 0.982 0.426 0.422
C -22.7917 4.8331 3.5214 0.413 -0.599 0.449
C -20.9785 6.3013 4.5545 0.115 1.695 -0.642
C -20.4017 7.5789 4.6646 0.540 -2.166 1.334
C -19.1907 7.6499 5.5876 -0.722 1.069 1.084
H -19.0449 16.7083 -1.0046 -0.044 -0.216 0.050
H -19.7836 15.5309 -2.0801 0.605 -0.270 0.341
H -17.9503 15.4974 -1.6753 -1.263 0.027 -0.019
H -17.1866 15.0714 0.6896 -1.154 -0.920 0.239
H -17.5841 14.0894 4.0110 -0.051 0.352 -0.170
H -16.2913 13.9982 2.7959 -0.522 -0.479 0.101
H -17.2107 12.5391 3.4122 0.458 -0.233 -0.232
H -22.1728 13.9947 2.8950 -0.217 -0.187 -0.199
H -22.3771 12.4577 2.0902 -0.722 -1.943 0.527
H -22.8302 13.8736 1.2364 0.221 0.053 0.125
H -21.2825 14.2399 -0.5341 0.313 0.569 0.680
H -19.7000 13.8470 4.8682 0.085 -0.375 0.049
H -20.3835 12.2490 6.8011 0.014 0.148 -1.206
H -20.8211 9.9019 6.2700 -0.021 0.813 -0.303
H -13.8459 4.9173 0.7850 0.228 -0.209 -0.507
H -11.8379 6.1983 -0.0705 -0.226 0.205 -0.332
H -12.0927 8.6390 -0.5652 -0.080 0.211 -0.055
H -13.3897 11.4963 2.4887 -0.261 -0.128 0.066
H -13.0943 9.8395 2.1296 0.474 -0.329 -0.624
H -14.6442 10.2754 2.5200 -1.406 -0.129 0.484
H -13.8864 13.1493 1.0363 0.135 -0.424 -0.397
H -14.8017 14.8747 -1.0885 1.014 -0.640 -0.409
H -13.6426 14.5282 -2.3935 0.383 0.194 0.099
H -13.1095 14.7918 -0.6428 0.133 -0.224 -0.594
H -14.4714 12.2913 -3.0871 0.193 0.427 -0.712
H -13.8471 9.7049 -3.8115 -0.987 -0.139 0.765
H -15.6385 9.9677 -3.5540 0.071 0.514 -0.431
H -14.9641 8.6680 -2.8015 0.488 -0.783 0.284
H -17.3435 6.1539 3.7925 -0.330 0.954 0.323
H -15.8300 6.8289 2.9224 -0.625 -0.047 0.405
H -15.9457 5.2145 3.6925 -0.281 0.624 -0.969
H -18.5385 4.2682 2.7356 -0.610 -0.386 1.107
H -20.4802 3.1913 1.4632 0.544 -0.171 -0.518
H -19.3963 1.8522 1.2667 0.457 0.132 -0.048
H -20.1383 2.5411 -0.0972 -0.846 -0.394 -2.258
H -18.1195 3.5159 -1.4035 -0.212 0.332 0.180
H -15.0798 4.9002 -1.8263 -0.059 0.101 -0.291
H -16.1198 6.2996 -2.1773 0.061 0.258 -0.101
H -16.6303 4.6821 -2.7067 0.199 0.109 0.028
H -23.8644 9.6295 2.5060 0.621 -0.347 0.388
H -22.6439 9.7179 1.3342 0.688 -0.322 -0.067
H -22.4077 10.6111 2.8868 -0.762 -1.023 -0.821
H -23.4162 7.1155 2.3673 -0.389 -0.074 -0.287
H -23.6340 4.9231 2.8549 -0.295 -0.010 -0.144
H -23.1514 4.5948 4.5406 0.099 -0.481 -0.526
H -22.1180 4.0391 3.1248 -0.397 0.398 0.568
H -20.5322 5.4917 5.1298 -0.269 0.016 -0.266
H -18.8542 6.6461 5.7995 0.537 -0.184 -0.372
H -19.4474 8.0048 6.6344 -0.057 -0.029 -1.195
H -18.4088 8.3330 5.2281 -0.107 -0.474 -0.020
```
Positions in Å, forces in eV/Å.

Output
Orbital gap (spin up / spin down) (eV): 6.337 / 2.060
HOMO (spin up / spin down) (eV): -9.38 / -9.29
Charge: +1
Spin multiplicity: 4

Löwdin population analysis, charges in e, atoms 1 to 99: number 1, Tc, carries 0.526; number 2, N, carries -0.084; number 3, N, carries 0.016; number 4, C, carries -0.709; number 5, O, carries 0.097; number 6, O, carries -0.294; number 7, H, carries 0.116; number 8, H, carries 0.100; number 9, H, carries 0.184; number 10, C, carries -0.041; number 11, C, carries -0.229; number 12, C, carries 0.006; number 13, C, carries -0.241; number 14, C, carries -0.031; number 15, C, carries -0.215; number 16, C, carries -0.222; number 17, C, carries -0.014; number 18, C, carries -0.009; number 19, C, carries -0.195; number 20, C, carries 0.033; number 21, C, carries -0.029; number 22, C, carries 0.006; number 23, C, carries -0.212; number 24, C, carries -0.206; number 25, Ge, carries 0.252; number 26, S, carries 0.184; number 27, S, carries 0.296; number 28, Ge, carries 0.264; number 29, S, carries 0.169; number 30, S, carries 0.170; number 31, C, carries -0.226; number 32, C, carries -0.253; number 33, C, carries -0.003; number 34, C, carries -0.030; number 35, C, carries -0.008; number 36, C, carries -0.194; number 37, C, carries -0.147; number 38, C, carries -0.241; number 39, C, carries -0.035; number 40, C, carries -0.017; number 41, C, carries -0.282; number 42, C, carries -0.048; number 43, C, carries -0.001; number 44, C, carries -0.154; number 45, C, carries -0.045; number 46, C, carries -0.172; number 47, C, carries -0.243; number 48, C, carries -0.018; number 49, C, carries -0.025; number 50, C, carries -0.247; number 51, C, carries -0.033; number 52, C, carries -0.024; number 53, C, carries -0.181; number 54, C, carries -0.006; number 55, C, carries -0.095; number 56, C, carries -0.162; number 57, C, carries -0.033; number 58, C, carries 0.006; number 59, C, carries -0.209; number 60, C, carries -0.014; number 61, C, carries 0.060; number 62, C, carries -0.159; number 63, C, carries -0.028; number 64, H, carries 0.082; number 65, H, carries 0.084; number 66, H, carries 0.088; number 67, H, carries 0.136; number 68, H, carries 0.070; number 69, H, carries 0.088; number 70, H, carries 0.051; number 71, H, carries 0.109; number 72, H, carries 0.028; number 73, H, carries 0.099; number 74, H, carries 0.131; number 75, H, carries 0.134; number 76, H, carries 0.135; number 77, H, carries 0.135; number 78, H, carries 0.118; number 79, H, carries 0.107; number 80, H, carries 0.123; number 81, H, carries 0.082; number 82, H, carries 0.077; number 83, H, carries 0.043; number 84, H, carries 0.122; number 85, H, carries 0.092; number 86, H, carries 0.075; number 87, H, carries 0.083; number 88, H, carries 0.111; number 89, H, carries 0.109; number 90, H, carries 0.063; number 91, H, carries 0.041; number 92, H, carries 0.050; number 93, H, carries 0.088; number 94, H, carries 0.116; number 95, H, carries 0.100; number 96, H, carries 0.070; number 97, H, carries 0.089; number 98, H, carries 0.040; number 99, H, carries 0.123